[1]
An isolated molecule of C5H8N2S at a distorted geometry, computed with the ωB97M-V functional and the def2-TZVPD basis.

The geometry in ORCA input format:
```
! wB97M-V def2-TZVPD RIJCOSX def2/J DEFGRID3
* xyz 0 1
C -1.41 -1.48 -0.04
C -0.07 -1.67 -0.25
C -0.30 0.49 0.25
C -0.31 1.92 0.24
C 1.97 -0.36 0.02
N -1.71 -0.16 0.04
N 0.55 -0.49 0.09
S -3.20 0.54 -0.10
H -2.23 -2.25 -0.17
H 0.47 -2.55 -0.56
H -0.40 2.30 -0.76
H -1.25 2.32 0.66
H 0.48 2.45 0.81
H 2.45 0.50 -0.58
H 2.54 -0.49 0.98
H 2.44 -1.07 -0.64
*
```

For the HOMO energy (alpha / beta), the calculation gives -6.83 / -6.82 eV. The calculation puts the orbital gap (alpha / beta) at 0.268 / 0.268 Ha. The calculation puts the largest force on an atom at 0.126 Eh/bohr.

---

[2]
A structure of composition C24H20N3NiO3S2 at a distorted geometry, computed with the ωB97M-V functional and the def2-TZVPD basis.

The geometry in ORCA input format:
```
! wB97M-V def2-TZVPD RIJCOSX def2/J DEFGRID3
* xyz -1 3
Ni 0.14 0.15 1.54
S 0.21 -0.57 3.81
C 1.90 -0.75 4.10
C 2.33 -1.38 5.27
C 3.67 -1.62 5.51
C 4.07 -2.29 6.68
N 4.38 -2.83 7.65
C 4.64 -1.19 4.56
C 4.22 -0.51 3.43
C 2.86 -0.29 3.17
S 2.41 0.50 1.70
C 5.99 -1.49 4.77
N 7.09 -1.77 4.93
H 1.59 -1.73 5.98
H 4.94 -0.15 2.71
O -1.75 -1.05 1.33
C -2.73 -0.33 2.03
C -2.60 1.15 1.76
C -3.71 1.94 1.53
C -3.54 3.30 1.29
C -2.25 3.80 1.29
C -1.19 2.93 1.51
N -1.36 1.64 1.74
H -1.85 -0.73 0.39
H -2.56 -0.52 3.10
H -3.74 -0.68 1.76
H -4.70 1.50 1.50
H -4.38 3.94 1.11
H -2.05 4.85 1.13
H -0.17 3.27 1.50
C -0.38 -0.99 -7.02
C -0.42 -0.71 -5.54
C -1.13 -1.54 -4.69
C -1.21 -1.29 -3.33
C -1.99 -2.22 -2.44
C -0.55 -0.18 -2.80
C 0.19 0.65 -3.64
C 0.92 1.85 -3.09
C 0.24 0.38 -5.00
C -0.74 0.11 -1.32
O -1.92 0.24 -0.94
O 0.27 0.14 -0.59
H -1.11 -1.75 -7.29
H 0.61 -1.36 -7.31
H -0.58 -0.09 -7.59
H -1.64 -2.41 -5.09
H -2.44 -3.02 -3.03
H -2.76 -1.68 -1.92
H -1.33 -2.67 -1.69
H 0.21 2.58 -2.69
H 1.52 2.33 -3.86
H 1.57 1.54 -2.27
H 0.81 1.02 -5.66
*
```

For the HOMO energy (alpha / beta), the calculation gives -4.45 / -4.48 eV. Its expectation value of S² is 2.01. The calculation puts the orbital gap (alpha / beta) at 0.251 / 0.252 Ha. The calculation puts the largest force on an atom at 0.026 Eh/bohr.

---

[3]
A structure of composition CH2NO at a distorted geometry, computed with the ωB97M-V functional and the def2-TZVPD basis.

The geometry in ORCA input format:
```
! wB97M-V def2-TZVPD RIJCOSX def2/J DEFGRID3
* xyz 1 1
C -0.58 -0.53 -0.02
N 0.77 0.79 -0.17
O 1.02 1.69 0.43
H -0.32 -1.22 0.72
H -0.89 -0.74 -0.96
*
```

For the HOMO energy (alpha / beta), the calculation gives -17.13 / -17.60 eV. The calculation puts the orbital gap (alpha / beta) at 0.322 / 0.323 Ha. The calculation puts the largest force on an atom at 0.075 Eh/bohr.

---

> What is the formula in the second record?

C24H20N3NiO3S2

---

> Number 2 is which compound?

C24H20N3NiO3S2